(1)
2 unconnected molecules or ions with the total composition C4H11N3O2, computed with wB97M-V/def2-TZVPD.

Results
- Energy relative to the best compared isomer or geometry (same formula, charge and spin): 261.9 kJ/mol
- LUMO: 0.77 eV
- SMILES: [H]/N=C(/N)NC.CC(=O)O
- Gap between HOMO and LUMO: 9.567 eV
- HOMO level: -0.3232 hartree
- Calculated total energy: -12890.116 eV

ORCA input file:
```
! RIJCOSX wB97M-V def2-TZVPD def2/J DEFGRID3
* xyz 0 1
H -0.237 2.821 0.408
N -0.798 1.946 0.782
C -1.833 1.440 0.128
N -2.966 0.991 0.766
N -1.891 1.512 -1.320
C -0.605 1.040 -1.834
H -3.055 1.208 1.765
H -3.419 0.228 0.377
H -2.625 1.298 -1.872
H -0.494 1.435 -2.843
H -0.532 -0.125 -1.786
H 0.274 1.413 -1.320
C 3.067 -2.253 0.859
C 1.684 -2.148 0.806
O 0.728 -2.825 0.428
O 1.414 -0.828 1.188
H 3.493 -3.228 1.002
H 3.487 -1.611 1.773
H 3.591 -1.889 -0.078
H 0.718 -0.425 0.771
*
```


(2)
2 unconnected molecules or ions with the total composition C5H13N3, computed with wB97M-V/def2-TZVPD.

Results
- Energy relative to the best compared isomer or geometry (same formula, charge and spin): 29.9 kJ/mol
- LUMO: 0.93 eV
- SMILES: [H]/N=C(\C)N.C=C(C)N
- Gap between HOMO and LUMO: 8.936 eV
- HOMO level: -0.2943 hartree
- Calculated total energy: -9866.057 eV

ORCA input file:
```
! RIJCOSX wB97M-V def2-TZVPD def2/J DEFGRID3
* xyz 0 1
H 1.974 1.101 0.306
N 1.170 1.177 0.919
C 0.827 0.078 1.456
C 1.478 -1.270 1.265
N -0.277 0.057 2.252
H 0.798 -1.909 0.708
H 1.688 -1.735 2.222
H 2.405 -1.175 0.701
H -0.425 -0.721 2.870
H -0.658 0.947 2.523
C -0.482 -1.083 -1.692
C -0.697 0.217 -1.518
C -1.861 0.765 -0.749
N 0.107 1.200 -2.086
H 0.364 -1.450 -2.248
H -1.170 -1.821 -1.320
H -2.511 -0.035 -0.409
H -1.499 1.319 0.114
H -2.431 1.445 -1.377
H 0.199 2.030 -1.518
H 0.998 0.862 -2.420
*
```


(3)
2 unconnected molecules or ions with the total composition C6H14N2O2, computed with wB97M-V/def2-TZVPD.

Results
- Energy relative to the best compared isomer or geometry (same formula, charge and spin): 222.6 kJ/mol
- LUMO: 0.47 eV
- SMILES: CNC(C)=O.CNC(C)=O
- Gap between HOMO and LUMO: 9.983 eV
- HOMO level: -0.3496 hartree
- Calculated total energy: -13523.318 eV

ORCA input file:
```
! RIJCOSX wB97M-V def2-TZVPD def2/J DEFGRID3
* xyz 0 1
C -1.324 -2.787 -0.138
N -0.182 -2.291 0.790
C -0.492 -1.803 2.132
C 0.687 -1.183 2.719
O -1.590 -1.887 2.614
H -2.380 -2.609 0.216
H -1.240 -2.327 -1.164
H -1.342 -3.909 -0.366
H 0.709 -2.432 0.312
H 0.534 -1.087 3.831
H 1.567 -1.875 2.687
H 1.095 -0.306 2.322
C 2.237 1.924 -0.929
N 0.925 1.449 -1.278
C -0.058 2.323 -1.667
C -1.545 2.096 -1.693
O 0.235 3.476 -1.847
H 2.357 1.753 0.104
H 2.956 1.592 -1.691
H 2.114 3.089 -1.016
H 0.568 0.620 -0.864
H -1.986 2.300 -0.672
H -2.067 2.756 -2.305
H -1.773 1.118 -2.097
*
```


(4)
A single C4H6N2OS molecule, computed with wB97M-V/def2-TZVPD.

Results
- Energy relative to the best compared isomer or geometry (same formula, charge and spin): 221.1 kJ/mol
- LUMO: 0.69 eV
- SMILES: Cc1cc(O)nn1S
- Gap between HOMO and LUMO: 9.680 eV
- HOMO level: -0.3303 hartree
- Calculated total energy: -20107.050 eV

ORCA input file:
```
! RIJCOSX wB97M-V def2-TZVPD def2/J DEFGRID3
* xyz 0 1
C -1.818 -0.507 -1.491
C -0.946 0.058 -0.483
C -1.267 0.938 0.515
C -0.077 1.022 1.285
O 0.102 1.860 2.382
N 0.920 0.313 0.816
N 0.382 -0.355 -0.281
S 1.310 -1.392 -1.212
H -1.478 -0.132 -2.472
H -2.873 -0.185 -1.349
H -1.843 -1.621 -1.450
H -2.121 1.495 0.692
H 1.020 1.632 2.777
H 1.059 -2.578 -0.564
*
```


(5)
3 unconnected molecules or ions with the total composition C31H37BN4O11P2S, computed with wB97M-V/def2-TZVPD.

Results
- LUMO: -0.49 eV
- SMILES: CCCCCc1c(P(=O)(O)O)ccc2c1N(B(O)OCC)c1cc(P(=N)(O)O)ccc1S2.O=[N+]([O-])c1ccccc1.O=[N+]([O-])c1ccccc1
- Gap between HOMO and LUMO: 7.972 eV
- HOMO level: -0.3111 hartree
- Calculated total energy: -91321.208 eV

ORCA input file:
```
! RIJCOSX wB97M-V def2-TZVPD def2/J DEFGRID3
* xyz 0 1
C -0.171 4.227 1.065
C -0.673 2.916 0.470
C -1.243 3.084 -0.939
C -1.544 1.708 -1.576
C -2.899 1.182 -1.097
C -3.472 -0.077 -1.720
C -4.864 -0.136 -1.952
P -5.938 1.251 -1.538
O -5.950 1.618 -0.124
O -5.524 2.473 -2.497
O -7.412 0.850 -2.021
C -5.469 -1.281 -2.467
C -4.712 -2.404 -2.747
C -3.347 -2.365 -2.521
C -2.708 -1.219 -2.029
N -1.289 -1.228 -1.803
B -0.456 -0.991 -3.018
O -0.848 -1.388 -4.284
O 0.770 -0.413 -2.852
C 1.132 0.687 -3.689
C 1.798 1.784 -2.859
C -0.823 -2.439 -1.181
C 0.110 -2.325 -0.164
C 0.650 -3.457 0.436
P 1.913 -3.317 1.689
N 3.152 -4.183 1.331
O 1.283 -3.716 3.107
O 2.304 -1.762 1.782
C 0.216 -4.724 0.046
C -0.727 -4.841 -0.948
C -1.241 -3.705 -1.572
S -2.448 -3.852 -2.837
H -0.961 4.961 1.211
H 0.289 4.059 2.040
H 0.630 4.606 0.423
H 0.110 2.153 0.497
H -1.483 2.552 1.106
H -0.521 3.604 -1.570
H -2.185 3.630 -0.854
H -1.496 1.762 -2.668
H -0.759 1.044 -1.227
H -3.604 2.004 -1.195
H -2.840 0.989 -0.020
H -5.079 2.185 -3.303
H -7.466 0.657 -2.964
H -6.539 -1.315 -2.607
H -5.184 -3.307 -3.114
H -1.623 -0.938 -4.633
H 1.829 0.344 -4.457
H 0.267 1.075 -4.233
H 1.634 1.594 -1.800
H 1.406 2.765 -3.124
H 2.873 1.806 -3.035
H 0.442 -1.339 0.137
H 3.358 -4.854 2.061
H 1.454 -3.026 3.763
H 2.860 -1.541 1.022
H 0.626 -5.605 0.521
H -1.086 -5.815 -1.252
O -1.746 3.221 3.341
N -1.613 4.141 4.122
O -1.671 5.315 3.825
C -1.361 3.805 5.535
C -1.260 2.474 5.897
C -1.006 2.165 7.224
C -0.861 3.180 8.160
C -0.974 4.509 7.775
C -1.226 4.831 6.451
H -1.377 1.696 5.158
H -0.920 1.131 7.525
H -0.659 2.934 9.194
H -0.864 5.298 8.506
H -1.314 5.859 6.137
O 9.395 -1.968 -0.865
N 8.383 -2.265 -0.262
O 8.311 -2.400 0.942
C 7.155 -2.477 -1.050
C 7.219 -2.360 -2.426
C 6.067 -2.577 -3.165
C 4.878 -2.900 -2.522
C 4.835 -3.006 -1.137
C 5.982 -2.794 -0.390
H 8.150 -2.108 -2.911
H 6.098 -2.495 -4.243
H 3.981 -3.072 -3.103
H 3.919 -3.259 -0.624
H 5.955 -2.881 0.686
*
```


(6)
A single C3H7N5 molecule, computed with wB97M-V/def2-TZVPD.

Results
- Energy relative to the best compared isomer or geometry (same formula, charge and spin): 503.0 kJ/mol
- LUMO: 0.63 eV
- SMILES: [H]/N=c1/cn[nH]n1NC
- Gap between HOMO and LUMO: 9.087 eV
- HOMO level: -0.3107 hartree
- Calculated total energy: -10669.788 eV

ORCA input file:
```
! RIJCOSX wB97M-V def2-TZVPD def2/J DEFGRID3
* xyz 0 1
H -0.388 2.329 -0.255
N 0.647 2.149 -0.163
C 0.951 0.826 -0.333
C 2.201 0.152 0.086
N 1.875 -1.090 0.116
N 0.530 -1.395 -0.099
N 0.143 -0.262 -0.735
N -1.208 -0.066 -0.788
C -1.590 -0.078 0.660
H 2.997 0.701 0.363
H 0.262 -2.197 -0.737
H -1.644 -0.945 -1.390
H -1.086 0.773 1.117
H -2.689 0.039 1.061
H -1.002 -0.936 1.098
*
```


Q: Look up the calculated total energy of the fifth one.
A: -91321.208 eV